[1]
DFT (ωB97M-V/def2-TZVPD) results for a structure of composition C46H41ClGeMnN2O4S2 at a distorted geometry.

Structure (XYZ):
```
98
Properties=species:S:1:pos:R:3:lowdin_charge:R:1
Mn -2.1436 2.2738 0.2688 0.905
Cl 2.5088 5.6770 -4.1102 0.650
C 1.2704 5.1361 -3.0229 -0.676
C 0.2698 6.0047 -2.6137 -0.104
C -0.7127 5.5591 -1.7520 0.000
C -0.7386 4.2357 -1.2946 -0.316
O -1.7047 3.8403 -0.4780 -0.207
C 0.2922 3.3679 -1.7139 -0.195
C 0.3253 1.9203 -1.3359 -0.521
O -0.2709 1.4744 -0.2471 -0.243
C 1.2884 3.8345 -2.5623 -0.075
H 0.2553 7.0231 -2.9771 0.105
H -1.4947 6.2279 -1.4155 0.119
H 1.3329 1.5204 -1.4644 0.099
H 2.0752 3.1555 -2.8711 0.118
S -0.5782 1.0743 -2.9846 0.929
C -1.3896 -0.2099 -2.1449 -0.561
N -0.7399 -1.3575 -1.8453 -0.069
C -1.4471 -2.3758 -1.0970 -0.099
C -2.8882 -2.4241 -1.5550 -0.103
N -3.4797 -1.1124 -1.3804 -0.093
C -4.9097 -1.0647 -1.0886 -0.126
C -5.6924 -1.7746 -2.1697 -0.217
C -5.8124 -1.1879 -3.4265 -0.029
C -6.4745 -1.8506 -4.4474 -0.074
C -7.0195 -3.1080 -4.2239 -0.088
C -6.9013 -3.6987 -2.9756 -0.082
C -6.2363 -3.0346 -1.9539 -0.053
C -2.7457 -0.0325 -1.7416 -0.635
S -3.4232 1.5591 -1.7360 0.740
C 0.6979 -1.5377 -1.9817 -0.119
C 1.0502 -2.6363 -2.9541 -0.209
C 0.8823 -2.4266 -4.3201 -0.028
C 1.2251 -3.4175 -5.2256 -0.076
C 1.7393 -4.6270 -4.7767 -0.089
C 1.9090 -4.8410 -3.4176 -0.083
C 1.5668 -3.8472 -2.5103 -0.051
H -1.4056 -2.1557 -0.0231 0.135
H -0.9651 -3.3372 -1.2776 0.131
H -3.4460 -3.1432 -0.9570 0.132
H -2.9342 -2.7322 -2.6056 0.148
H -5.1925 -0.0182 -1.0348 0.073
H -5.0824 -1.5316 -0.1154 0.133
H -5.3853 -0.2059 -3.5990 0.111
H -6.5668 -1.3866 -5.4209 0.105
H -7.5322 -3.6283 -5.0225 0.102
H -7.3221 -4.6794 -2.7939 0.103
H -6.1492 -3.4983 -0.9774 0.111
H 1.1134 -1.7588 -0.9962 0.130
H 1.1199 -0.5989 -2.3277 0.085
H 0.4882 -1.4772 -4.6654 0.106
H 1.0983 -3.2405 -6.2860 0.105
H 2.0164 -5.3969 -5.4850 0.102
H 2.3121 -5.7804 -3.0615 0.103
H 1.7146 -4.0130 -1.4483 0.112
O -1.7881 2.3492 2.3867 0.021
C -2.0079 1.1252 2.2373 -0.618
O -2.7742 0.7549 1.2697 -0.102
C -1.3504 0.0705 3.0941 -0.147
C -0.0549 -0.4808 2.4533 -0.236
Ge 1.5969 0.5654 2.9082 1.068
C 1.6213 2.4993 3.2767 -0.264
C 2.0631 2.9484 4.5193 -0.104
C 2.2088 4.3065 4.7674 -0.086
C 1.9146 5.2346 3.7796 -0.086
C 1.4779 4.7979 2.5369 -0.072
C 1.3393 3.4409 2.2908 -0.117
C 3.0878 0.1862 1.6703 -0.272
C 3.4871 -1.1291 1.4395 -0.119
C 4.5540 -1.4165 0.6007 -0.094
C 5.2543 -0.3842 -0.0097 -0.094
C 4.8882 0.9313 0.2345 -0.085
C 3.8107 1.2118 1.0658 -0.099
C 2.2501 -0.3854 4.5290 -0.274
C 3.5923 -0.2318 4.8815 -0.119
C 4.1671 -1.0009 5.8813 -0.084
C 3.4054 -1.9512 6.5472 -0.095
C 2.0675 -2.1099 6.2210 -0.092
C 1.4962 -1.3266 5.2264 -0.111
H -2.0840 -0.7295 3.2058 0.120
H -1.1199 0.4950 4.0715 0.115
H -0.1656 -0.5709 1.3740 0.042
H 0.1373 -1.4757 2.8566 0.056
H 2.3032 2.2338 5.2984 0.090
H 2.5522 4.6410 5.7386 0.101
H 2.0338 6.2925 3.9764 0.101
H 1.2404 5.5065 1.7525 0.106
H 1.0052 3.1111 1.3192 0.085
H 2.9596 -1.9424 1.9309 0.102
H 4.8454 -2.4452 0.4233 0.100
H 6.0838 -0.6063 -0.6690 0.100
H 5.4375 1.7425 -0.2290 0.103
H 3.5246 2.2425 1.2467 0.092
H 4.1953 0.4984 4.3511 0.106
H 5.2115 -0.8667 6.1344 0.102
H 3.8533 -2.5655 7.3180 0.100
H 1.4689 -2.8508 6.7368 0.100
H 0.4432 -1.4534 4.9998 0.087
```

orbital gap (spin up / spin down): 5.811 / 6.510 eV
electronic energy: -181568.5102 eV
LUMO energy (spin up / spin down): -1.33 / -1.30 eV
strongest force on any atom: 0.0301 hartree/bohr
spin multiplicity: 6
⟨S²⟩: 8.84
total charge: 0

---

[2]
DFT (ωB97M-V/def2-TZVPD) results for a structure of composition C46H42Cl3GeMoN3O5P2S6 at a distorted geometry.

Structure (XYZ):
```
109
Properties=species:S:1:pos:R:3:lowdin_charge:R:1
Mo -0.4319 -0.4510 0.2550 1.185
S -0.3269 -2.8928 0.1552 0.360
P 0.9566 -2.6135 1.7403 0.574
C 1.0683 -0.8813 1.5108 -0.697
P 2.4192 0.0441 0.9132 0.606
S 1.3333 0.8954 -0.6299 0.511
C 3.0309 1.2317 2.0820 -0.370
C 2.7187 1.0781 3.4310 -0.096
C 3.2168 1.9842 4.3553 -0.050
C 4.0020 3.0450 3.9275 -0.034
C 4.3007 3.2069 2.5779 -0.043
C 3.8201 2.3007 1.6505 -0.082
C 3.7823 -0.8726 0.2185 -0.353
C 3.5432 -1.7887 -0.8099 -0.105
C 4.5886 -2.5215 -1.3343 -0.047
C 5.8790 -2.3375 -0.8448 -0.031
C 6.1194 -1.4319 0.1760 -0.040
C 5.0721 -0.7000 0.7169 -0.061
C 0.1544 -3.0050 3.2866 -0.370
C -0.5068 -2.0098 4.0104 -0.180
C -1.1994 -2.3434 5.1652 -0.094
C -1.2399 -3.6634 5.5903 -0.028
C -0.5819 -4.6535 4.8701 -0.031
C 0.1216 -4.3293 3.7219 -0.059
C 2.4041 -3.6374 1.6010 -0.383
C 3.4794 -3.3941 2.4571 -0.074
C 4.5740 -4.2380 2.4276 -0.042
C 4.5856 -5.3299 1.5649 -0.033
C 3.5110 -5.5778 0.7244 -0.045
C 2.4157 -4.7268 0.7337 -0.096
H 2.0938 0.2538 3.7556 0.092
H 2.9943 1.8641 5.4065 0.119
H 4.3891 3.7519 4.6488 0.123
H 4.9143 4.0364 2.2550 0.121
H 4.0618 2.4233 0.6006 0.120
H 2.5357 -1.9408 -1.1861 0.083
H 4.4066 -3.2358 -2.1254 0.120
H 6.6982 -2.9044 -1.2654 0.123
H 7.1221 -1.2927 0.5552 0.123
H 5.2664 -0.0086 1.5260 0.111
H -0.4452 -0.9747 3.6950 0.035
H -1.7072 -1.5752 5.7318 0.103
H -1.7801 -3.9234 6.4903 0.126
H -0.6132 -5.6799 5.2077 0.125
H 0.6366 -5.1068 3.1707 0.119
H 3.4645 -2.5575 3.1482 0.119
H 5.4136 -4.0566 3.0836 0.122
H 5.4380 -5.9954 1.5561 0.123
H 3.5241 -6.4329 0.0631 0.121
H 1.5807 -4.9146 0.0703 0.085
C -2.0106 3.2626 -7.3578 -0.091
C -2.9357 3.0302 -6.1755 -0.285
S -2.4017 1.7497 -5.0798 0.668
O -0.9934 1.8997 -4.7847 -0.319
O -3.3220 1.6932 -3.9561 -0.331
C -2.6197 0.2174 -5.9695 -0.185
C -1.8188 -0.9205 -5.3379 -0.088
N -1.9063 -0.9828 -3.8630 0.073
C -0.8571 -0.8127 -3.0307 -0.286
N -1.2697 -0.8282 -1.7530 -0.074
C -2.6332 -1.0286 -1.7800 -0.068
C -3.0187 -1.1217 -3.0672 -0.140
N -4.3583 -1.3552 -3.5354 -0.306
O -5.2402 -1.1630 -2.7234 0.112
O -4.5030 -1.6530 -4.6993 0.130
C 0.5444 -0.7260 -3.5060 0.002
H -2.3528 4.1432 -7.8981 0.095
H -2.0224 2.4277 -8.0574 0.080
H -0.9880 3.4356 -7.0291 0.083
H -3.9521 2.7653 -6.4709 0.118
H -2.9976 3.9019 -5.5193 0.117
H -2.2819 0.3438 -6.9979 0.121
H -3.6882 0.0160 -5.9712 0.101
H -0.7644 -0.7933 -5.5601 0.122
H -2.1560 -1.8706 -5.7476 0.147
H -3.2456 -1.1293 -0.9016 0.079
H 0.7842 -1.5996 -4.1140 0.113
H 1.2227 -0.6948 -2.6611 0.003
H 0.6877 0.1756 -4.1022 0.094
O -1.2953 1.0493 0.8170 -0.481
C -1.8715 2.3777 0.9622 -0.496
C -1.8139 2.7473 2.4173 -0.548
C -2.3895 3.8381 3.0077 -0.144
C -2.0724 3.9382 4.3870 -0.129
C -1.2481 2.9361 4.7968 -0.349
S -0.8461 1.8723 3.5252 1.063
C -3.3155 2.1926 0.4921 -0.344
C -3.7186 1.9042 -0.8520 -0.091
C -5.0429 1.6951 -0.9535 -0.074
C -5.7761 1.7623 0.3327 -0.832
S -4.5520 2.2341 1.5912 1.183
C -1.0732 3.3178 0.1125 -0.456
C -0.1888 4.2539 0.5828 -0.075
C 0.5368 4.8921 -0.4499 -0.131
C 0.2039 4.4207 -1.6841 -0.351
S -0.9938 3.2142 -1.6100 1.051
H -2.9845 4.5709 2.4811 0.129
H -2.4368 4.7191 5.0356 0.123
H -0.8552 2.7652 5.7855 0.085
H -3.0474 1.8605 -1.6963 0.044
H -5.5664 1.4545 -1.8679 0.139
H -6.6132 2.4621 0.3386 0.111
H -0.0607 4.4793 1.6308 0.129
H 1.2617 5.6735 -0.2847 0.121
H 0.5850 4.7351 -2.6422 0.089
Cl -3.3945 -3.6684 2.2449 0.146
Ge -2.9100 -1.6066 2.0126 0.200
Cl -3.8170 -0.7306 3.7689 0.115
Cl -6.4098 0.1404 0.7360 0.682
```

orbital gap (spin up / spin down): 6.373 / 6.465 eV
electronic energy: -242596.3572 eV
LUMO energy (spin up / spin down): -9.35 / -9.34 eV
strongest force on any atom: 0.0300 hartree/bohr
spin multiplicity: 2
⟨S²⟩: 0.76
total charge: +3

---

[3]
DFT (ωB97M-V/def2-TZVPD) results for a structure of composition C46H42F4LiN7Si2Te at a distorted geometry.

Structure (XYZ):
```
103
Properties=species:S:1:pos:R:3:lowdin_charge:R:1
Li -0.2388 -1.7793 -0.4957 0.490
C -3.8718 -1.1373 1.7329 -0.042
C -2.7888 -0.9532 0.8671 -0.167
N -2.0215 -1.9289 0.4558 0.051
C -2.2469 -3.1773 0.8760 -0.187
C -3.3050 -3.4729 1.7791 -0.171
C -4.1221 -2.4014 2.1920 -0.019
C -3.5051 -4.7986 2.2027 -0.083
C -2.7427 -5.7960 1.6469 -0.114
C -1.7326 -5.5293 0.7281 -0.034
C -1.3809 -4.2192 0.3701 -0.232
N -0.4039 -3.7640 -0.4257 0.022
C 0.6110 -4.4135 -1.0131 -0.225
C 1.0698 -5.7278 -0.8367 -0.033
C 2.1259 -6.2442 -1.5792 -0.111
C 2.8005 -5.4895 -2.5078 -0.081
C 2.4415 -4.1412 -2.6843 -0.164
C 3.1133 -3.2798 -3.5755 -0.014
C 2.7144 -1.9766 -3.6859 -0.054
C 1.6530 -1.5353 -2.8895 -0.145
N 1.0008 -2.3098 -2.0613 0.066
C 1.3587 -3.5967 -1.9415 -0.160
H -4.4835 -0.2969 2.0256 0.102
H -2.5406 0.0253 0.4930 0.037
H -4.9519 -2.5945 2.8593 0.108
H -4.2559 -5.0186 2.9496 0.093
H -2.9226 -6.8257 1.9368 0.094
H -1.2239 -6.3772 0.3010 0.074
H 0.6242 -6.3688 -0.0930 0.076
H 2.4077 -7.2805 -1.4246 0.095
H 3.6057 -5.9118 -3.0939 0.094
H 3.9438 -3.6540 -4.1588 0.110
H 3.2035 -1.2818 -4.3509 0.107
H 1.3243 -0.5093 -2.9420 0.086
F -3.0145 2.3438 -4.9554 0.088
C -2.2560 3.0382 -4.0728 -0.162
C -2.6429 4.3141 -3.7288 -0.151
F -3.7541 4.8205 -4.3229 0.071
C -1.9571 5.1057 -2.7760 -0.066
C -0.7952 4.4925 -2.2487 -0.150
C -0.4164 3.2186 -2.5944 -0.158
F 0.6877 2.6839 -2.0002 0.032
C -1.1316 2.4315 -3.5067 -0.073
C -0.7836 1.0022 -3.6632 -0.186
C -0.6390 0.4315 -2.4598 -0.188
N -0.7066 0.1402 -1.3086 -0.198
C -0.7496 0.3441 -4.8859 -0.224
N -0.7146 -0.1965 -5.9045 0.134
F -0.0328 5.1622 -1.3561 0.092
C -2.4154 6.3797 -2.3762 -0.234
C -1.6909 7.2617 -1.5780 -0.274
N -1.1576 8.0778 -0.9575 0.111
C -3.6762 6.8758 -2.6988 -0.282
N -4.7144 7.3494 -2.8802 0.102
C -3.1529 6.2306 1.9893 -0.054
C -2.4720 4.9813 1.5104 -0.274
C -3.0669 4.1193 0.6119 -0.025
C -2.4366 2.9573 0.1687 -0.287
C -3.2521 2.1267 -0.7856 -0.049
C -1.1585 2.6271 0.6280 -0.313
Te 0.2107 0.8269 0.4276 1.558
C -0.5630 3.5010 1.5528 -0.345
C 0.7912 3.1925 2.1130 -0.139
C -1.2050 4.6515 1.9712 -0.026
H -4.1740 6.2963 1.6156 0.072
H -2.5954 7.1042 1.6488 0.071
H -3.1810 6.2493 3.0810 0.070
H -4.0607 4.3380 0.2385 0.120
H -3.6467 2.7646 -1.5753 0.080
H -4.1036 1.6980 -0.2554 0.081
H -2.6900 1.3224 -1.2417 0.044
H 0.7729 2.2482 2.6599 0.047
H 1.1240 3.9790 2.7893 0.082
H 1.5215 3.0929 1.3101 0.052
H -0.7170 5.3116 2.6776 0.113
C 5.1613 -1.7649 0.5717 -0.191
Si 3.7860 -0.4123 0.6376 0.402
C 4.4881 0.8893 1.8614 -0.187
C 3.8383 0.4639 -1.0641 -0.183
C 2.0688 -0.9907 1.0969 -0.574
Si 1.8512 -1.7539 2.7915 0.410
C 2.6861 -3.4680 3.0877 -0.186
C 2.5316 -0.6617 4.2237 -0.191
C 0.0065 -2.0112 3.2310 -0.181
H 6.1166 -1.3807 0.2221 0.010
H 4.8699 -2.5803 -0.0835 0.011
H 5.3187 -2.1896 1.5589 0.000
H 5.3049 1.4612 1.4293 0.016
H 4.8623 0.4072 2.7571 0.001
H 3.7209 1.5925 2.1640 0.008
H 4.7666 1.0116 -1.2087 0.019
H 3.0180 1.1707 -1.1529 -0.007
H 3.7413 -0.2524 -1.8721 -0.008
H 1.7196 -1.7187 0.3483 -0.073
H 3.7677 -3.3787 3.0443 -0.001
H 2.3910 -4.1694 2.3131 0.011
H 2.4318 -3.9095 4.0487 0.011
H 3.6164 -0.6823 4.2395 0.002
H 2.1814 -0.9933 5.1994 0.015
H 2.2290 0.3728 4.0982 0.008
H -0.4033 -2.8533 2.6862 0.009
H -0.5749 -1.1346 2.9603 -0.003
H -0.1395 -2.1936 4.2928 0.020
```

orbital gap: 6.071 eV
electronic energy: -92940.1238 eV
LUMO energy: 3.83 eV
strongest force on any atom: 0.0290 hartree/bohr
spin multiplicity: 1
total charge: -2

---

[4]
DFT (ωB97M-V/def2-TZVPD) results for a structure of composition C46H42FN5O3PSSiV at a distorted geometry.

Structure (XYZ):
```
101
Properties=species:S:1:pos:R:3:lowdin_charge:R:1
V -0.6217 -0.3454 0.4769 0.861
C 4.1553 -0.0662 1.5922 -0.168
Si 2.3878 -0.4238 2.1892 0.435
C 2.4237 -1.6726 3.6005 -0.151
C 1.8426 1.2126 2.9946 -0.163
N 1.4044 -0.9217 0.8367 -0.137
C 1.6338 -2.1430 0.2374 -0.338
C 2.7436 -2.9907 0.4667 -0.041
C 2.9013 -4.2040 -0.1790 -0.083
C 1.9682 -4.6662 -1.0998 -0.094
C 0.8708 -3.8665 -1.3727 -0.023
C 0.7542 -2.6726 -0.7138 -0.231
F -0.3485 -1.8712 -1.0489 -0.072
H 4.6926 0.5093 2.3505 0.028
H 4.1473 0.5193 0.6684 0.023
H 4.7364 -0.9706 1.4030 0.017
H 3.1592 -1.3596 4.3468 0.039
H 2.6848 -2.6839 3.2867 0.022
H 1.4510 -1.7151 4.0939 0.011
H 1.5678 1.0065 4.0330 0.043
H 0.9967 1.7224 2.5371 0.007
H 2.6896 1.9016 3.0216 0.031
H 3.4939 -2.6704 1.1736 0.073
H 3.7767 -4.8019 0.0432 0.105
H 2.0905 -5.6212 -1.5902 0.100
H 0.1182 -4.1483 -2.0982 0.129
N 1.7815 2.4632 0.2355 0.106
C 2.3410 2.7099 -1.0071 -0.316
C 3.3409 3.6822 -1.1282 -0.036
C 3.9177 3.9590 -2.3497 -0.084
C 3.5079 3.2728 -3.4865 -0.090
C 2.5142 2.3183 -3.3787 -0.096
C 1.9064 2.0258 -2.1561 -0.294
P 0.5861 0.7497 -2.0442 1.145
C -0.8010 1.5143 -2.9724 -0.384
C -0.7729 2.8081 -3.4745 -0.077
C -1.8745 3.3192 -4.1509 -0.075
C -3.0106 2.5459 -4.3217 -0.083
C -3.0481 1.2523 -3.8144 -0.072
C -1.9503 0.7416 -3.1448 -0.120
C 1.2347 -0.4163 -3.3233 -0.348
C 0.7272 -0.5097 -4.6189 -0.084
C 1.3121 -1.3659 -5.5419 -0.078
C 2.4082 -2.1381 -5.1877 -0.084
C 2.9354 -2.0324 -3.9098 -0.072
C 2.3578 -1.1730 -2.9888 -0.097
H 2.3164 2.8094 1.0154 0.077
H 1.4635 1.5157 0.3789 0.008
H 3.6664 4.2061 -0.2362 0.111
H 4.7011 4.7029 -2.4191 0.105
H 3.9605 3.4806 -4.4468 0.101
H 2.1895 1.8014 -4.2723 0.108
H 0.1098 3.4202 -3.3395 0.102
H -1.8407 4.3277 -4.5439 0.104
H -3.8688 2.9499 -4.8432 0.102
H -3.9371 0.6464 -3.9374 0.108
H -1.9777 -0.2707 -2.7525 0.109
H -0.1215 0.0861 -4.9220 0.099
H 0.9142 -1.4165 -6.5477 0.103
H 2.8518 -2.8154 -5.9062 0.102
H 3.7987 -2.6192 -3.6226 0.108
H 2.7956 -1.0709 -2.0032 0.108
C -2.4698 -5.4408 0.7989 -0.075
C -3.3857 -4.7908 -0.0206 -0.074
C -3.3694 -3.4128 -0.1247 -0.018
C -2.4372 -2.6748 0.6034 -0.233
C -1.5213 -3.3214 1.4272 -0.023
C -1.5431 -4.7028 1.5192 -0.056
N -2.3541 -1.2624 0.4593 -0.071
N -3.4294 -0.6608 0.1980 0.155
C -3.2311 0.6905 -0.0236 -0.292
C -4.3431 1.5071 -0.2477 -0.018
C -4.1477 2.8586 -0.4292 -0.079
C -2.8530 3.3756 -0.3865 -0.065
C -1.7541 2.5452 -0.1975 -0.122
C -1.9079 1.1726 -0.0298 -0.174
H -2.4799 -6.5200 0.8755 0.104
H -4.1100 -5.3621 -0.5864 0.105
H -4.0554 -2.8870 -0.7748 0.108
H -0.8340 -2.7428 2.0336 0.096
H -0.8309 -5.2052 2.1603 0.114
H -5.3307 1.0625 -0.2732 0.113
H -4.9896 3.5155 -0.6034 0.103
H -2.6984 4.4410 -0.5119 0.107
H -0.7610 2.9841 -0.2056 0.088
O -2.8361 -1.6501 5.7491 -0.281
S -1.6080 -0.9558 5.5078 0.650
O -0.4853 -1.2250 6.3574 -0.287
N -1.1523 -1.1313 3.9288 0.027
C -1.1613 0.0123 3.3221 -0.434
O -0.8152 0.1517 2.0883 -0.191
C -1.5900 1.1858 4.1185 -0.137
C -1.7182 2.5025 3.7129 0.010
C -2.1564 3.4270 4.6528 -0.055
C -2.4541 3.0364 5.9548 -0.059
C -2.3283 1.7087 6.3531 -0.024
C -1.8954 0.8043 5.4100 -0.199
H -1.4922 2.7915 2.6936 0.112
H -2.2716 4.4655 4.3716 0.108
H -2.7922 3.7747 6.6699 0.108
H -2.5617 1.3956 7.3618 0.124
```

orbital gap (spin up / spin down): 6.609 / 6.353 eV
electronic energy: -118384.9121 eV
LUMO energy (spin up / spin down): -0.92 / -1.20 eV
strongest force on any atom: 0.1057 hartree/bohr
spin multiplicity: 3
⟨S²⟩: 2.02
total charge: 0

---

Question: electronic energy of number 1 (C46H41ClGeMnN2O4S2)?
Answer: -181568.5102 eV

---

Question: Among the records above, which one has the highest electronic energy?
Answer: C46H42F4LiN7Si2Te